{
  "formula": "C13H14N2O3S",
  "method": "ωB97M-V/def2-TZVPD",
  "smiles": "O=C1N[C@@H]([C@@H]2C[C@H]2C(=O)O)Nc2sc3c(c21)CCC3",
  "homo_ev": -7.7,
  "energy_ev": -33665.7260,
  "max_force_ha_per_bohr": 0.045,
  "lumo_energy_ev": 0.4,
  "elements": ["C", "H", "C", "N", "H", "H", "C", "H", "C", "C", "H", "H", "O", "C", "H", "H", "C", "O", "H", "S", "C", "C", "H", "C", "O", "H", "H", "H", "C", "N", "H", "C", "C"],
  "positions_angstrom": [[2.270128, -2.126100, 2.647793], [-0.582227, -3.273595, 5.961718], [-1.016226, 0.284649, -0.323588], [1.669863, -0.430720, 0.077691], [0.361095, 1.637453, -4.175650], [0.526119, -3.441276, 2.597111], [-1.933523, 1.764867, -2.105333], [-1.231850, 4.092625, -4.089851], [0.387651, -2.441911, 4.559572], [-0.611665, 1.533318, -2.293039], [0.857715, -0.325842, 2.910767], [2.614773, -0.872281, 0.029948], [-0.385522, -3.446865, 5.026420], [0.675347, -1.135304, 0.835760], [2.978881, -1.740530, 3.387813], [-3.042579, 3.517000, -2.733405], [1.040104, -1.244801, 2.319383], [2.174897, 0.509737, -1.823195], [2.779318, -2.620067, 1.820308], [-2.589320, 0.937268, -0.673122], [-0.069739, 2.293678, -3.431265], [-2.568620, 2.597957, -3.164894], [0.591185, -2.174940, 0.464615], [1.299965, 0.244095, -1.046492], [0.575820, -1.416654, 5.192086], [-1.558192, 2.569686, -5.033200], [0.681317, 2.951852, -3.105868], [-3.325665, 2.087406, -3.744631], [0.888792, -2.570236, 3.081008], [-0.640929, -0.518372, 0.761981], [-1.384852, -0.895742, 1.341440], [-0.078939, 0.665766, -1.244005], [-1.353122, 2.987877, -4.027875]],
  "atomic_forces_ev_per_a": [[-0.42, 1.46, 0.60], [0.03, 0.23, -0.21], [0.79, -0.63, 0.30], [-0.17, -0.55, 1.07], [0.32, -0.16, -0.14], [-0.48, -0.53, -0.56], [0.18, -0.83, 0.42], [-0.09, -0.83, -0.09], [0.47, 1.86, -0.73], [-0.77, -0.85, 1.91], [0.36, -0.75, -0.35], [-1.35, 0.73, 0.00], [0.64, -0.15, -0.55], [-0.74, -1.41, 1.28], [-0.48, -0.15, -0.12], [0.18, -0.72, -0.30], [1.03, -0.66, 0.16], [1.27, 0.75, -1.81], [-0.47, -0.20, 0.17], [0.48, 0.17, -0.48], [-1.31, -0.60, -1.02], [-0.33, 1.41, 1.03], [0.07, 0.01, -0.10], [0.28, 0.28, -0.32], [0.02, -1.36, -0.38], [0.42, 0.57, 0.34], [1.00, 1.07, 0.29], [-0.22, -0.23, -0.06], [-0.32, 0.46, 1.35], [-1.11, 1.26, -0.67], [0.57, 0.02, -0.18], [-0.26, 0.26, -0.18], [0.39, 0.06, -0.67]]
}

***

{
  "formula": "C13H14N3O9Zr",
  "method": "ωB97M-V/def2-TZVPD",
  "homo_ev": -12.5,
  "energy_ev": -37887.3627,
  "charge": 1,
  "max_force_ha_per_bohr": 0.010,
  "lumo_energy_ev": -3.5,
  "elements": ["H", "N", "C", "C", "H", "O", "N", "C", "H", "C", "H", "H", "O", "C", "C", "O", "C", "O", "O", "H", "O", "C", "Zr", "O", "O", "H", "O", "H", "C", "H", "C", "H", "H", "C", "N", "H", "H", "H", "C", "C"],
  "positions_angstrom": [[-0.292603, 1.774390, 2.174395], [1.557927, -0.154846, 1.065332], [-0.279938, -0.337430, -4.072019], [-3.162191, -1.224378, 1.369530], [3.975106, -1.546484, 2.366736], [-4.064767, -1.620877, 2.039626], [-0.498061, -0.320655, -1.394469], [-0.802652, 0.052450, 3.315660], [4.184217, -1.778553, 0.641600], [-1.177918, 1.159259, 2.363082], [-0.200550, -0.269059, -5.149154], [-0.222728, 2.823887, -3.818709], [2.142444, 2.068943, 1.043837], [2.467235, 0.918352, 1.102144], [-0.036601, -1.507587, -3.426034], [-0.829026, 0.367549, 4.575156], [-0.891623, 2.043880, -4.174492], [0.061945, -2.430279, -1.196614], [-2.177369, -1.959075, 0.843829], [-0.728122, 1.867515, -5.233514], [-1.185355, 1.861025, -1.505386], [-0.151347, -1.462099, -2.026974], [-0.300288, -1.317702, 0.579505], [-0.475936, -1.048247, 2.884543], [-1.554020, 0.560271, 1.130556], [4.381222, 0.806670, 2.069063], [1.490772, -2.370395, 1.215073], [0.234148, -2.410549, -3.947943], [2.193236, -1.312520, 1.230742], [-3.568414, 0.909588, 1.621522], [3.674071, -1.170590, 1.388154], [-1.966258, 1.788672, 2.770876], [-3.217938, 0.402750, -0.047836], [-0.809186, 0.851819, -2.048273], [-0.634882, 0.801848, -3.443546], [-1.914795, 2.368880, -4.003347], [-0.558793, -0.374808, 5.142526], [4.435681, 0.598695, 0.327531], [-2.971732, 0.247481, 1.001482], [3.875088, 0.342191, 1.225809]],
  "atomic_forces_ev_per_a": [[0.02, 0.01, 0.00], [-0.29, 0.01, -0.05], [-0.04, 0.12, -0.09], [-0.15, 0.21, 0.04], [-0.03, -0.03, 0.00], [0.04, -0.11, -0.10], [-0.08, -0.10, 0.13], [0.07, -0.06, -0.13], [-0.01, -0.01, 0.00], [0.05, 0.03, 0.03], [0.00, 0.03, 0.01], [0.01, -0.01, 0.00], [-0.02, -0.02, 0.08], [0.11, 0.03, -0.14], [0.04, -0.21, 0.02], [-0.02, 0.11, 0.16], [-0.02, 0.05, 0.01], [0.08, 0.00, 0.08], [0.26, 0.02, 0.05], [0.00, -0.01, 0.00], [-0.07, -0.02, 0.02], [-0.10, 0.26, -0.04], [-0.34, -0.21, -0.31], [0.03, -0.02, 0.06], [-0.03, 0.05, 0.06], [0.01, 0.02, 0.00], [0.07, 0.01, 0.10], [0.01, 0.01, 0.02], [0.05, 0.09, 0.05], [0.03, 0.01, 0.05], [0.06, -0.01, 0.01], [-0.03, 0.00, -0.03], [0.00, 0.04, -0.01], [0.19, -0.01, -0.04], [-0.02, -0.09, 0.00], [-0.01, -0.02, -0.01], [0.02, -0.06, -0.07], [-0.02, 0.02, 0.00], [0.13, -0.05, -0.07], [-0.01, -0.05, 0.07]]
}

***

{
  "formula": "C13H14NO2S",
  "method": "ωB97M-V/def2-TZVPD",
  "homo_ev": -11.8,
  "energy_ev": -30108.4665,
  "charge": 1,
  "max_force_ha_per_bohr": 0.373,
  "lumo_energy_ev": -3.5,
  "elements": ["H", "H", "S", "H", "C", "H", "C", "H", "C", "O", "C", "H", "C", "H", "N", "C", "C", "H", "H", "H", "H", "H", "C", "C", "C", "C", "C", "O", "H", "H", "C"],
  "positions_angstrom": [[2.515943, 0.945939, 0.836964], [1.601518, -1.099325, -0.060416], [0.654759, -2.277487, -2.780772], [-1.990138, -0.672140, 1.678063], [1.597429, 0.775935, 0.966359], [-0.010053, -2.995516, -0.102401], [1.149302, -0.558799, 0.426316], [-1.030914, 0.710673, -2.374064], [-1.224944, -2.004198, -1.286490], [0.965534, 2.643561, 2.144530], [1.323065, -0.861836, -3.671042], [-1.469795, -2.789805, 0.627402], [-0.958673, 2.519841, 3.697656], [-0.440141, 4.050533, 1.882629], [-0.699393, -2.161985, 0.080231], [-1.136699, -0.321155, 1.557306], [-0.457882, 0.148122, -2.745399], [2.261789, -1.059524, -4.391845], [-2.035842, 3.235311, 3.997586], [0.707377, 1.069447, -3.965414], [-2.356203, -1.285905, -1.099043], [-1.936567, -2.886782, -1.651234], [0.669101, 0.151846, -3.468687], [-0.217086, -0.789110, 0.593867], [0.086011, 3.245925, 2.767817], [-0.781828, 1.011503, 1.981761], [0.723304, 1.355861, 1.742020], [-1.576305, 1.642839, 2.936739], [-0.260817, 2.021566, 4.499606], [0.391448, 4.144979, 3.425733], [-0.518557, -1.288745, -2.193274]],
  "atomic_forces_ev_per_a": [[6.99, 2.26, -0.79], [8.87, -9.65, -8.97], [2.72, 1.41, -2.55], [-7.62, -3.29, 1.24], [-6.01, -7.71, -1.57], [-0.29, 2.39, 1.07], [-10.28, 12.97, 9.65], [-7.97, 8.72, 4.51], [-11.63, 0.40, 2.56], [7.04, -5.22, -2.53], [8.00, -10.25, -2.96], [2.00, 2.66, -0.91], [0.86, 4.06, 1.32], [0.13, -2.35, 2.21], [-0.25, -4.47, -0.20], [8.69, 7.51, -2.14], [5.36, -14.95, 0.43], [-2.48, 0.65, 1.91], [4.23, -1.56, 0.01], [1.45, 1.37, -1.17], [3.15, -1.63, -0.13], [2.46, 0.96, 0.79], [-4.10, 8.70, -0.63], [0.91, -3.63, 1.79], [-8.07, 10.32, 3.38], [1.93, -3.27, 0.95], [-5.97, 3.99, 2.04], [-0.82, -4.95, -4.19], [-1.82, 0.90, -0.66], [0.73, -1.61, -0.75], [1.77, 5.28, -3.73]]
}

***

{
  "formula": "C13H14OSe",
  "method": "ωB97M-V/def2-TZVPD",
  "homo_ev": [-7.9, -7.9],
  "energy_ev": -81096.2150,
  "max_force_ha_per_bohr": 0.076,
  "lumo_energy_ev": [-1.5, -1.5],
  "elements": ["H", "C", "H", "C", "C", "H", "H", "H", "O", "C", "H", "C", "C", "H", "H", "H", "H", "H", "C", "H", "Se", "C", "C", "H", "C", "C", "H", "C", "C"],
  "positions_angstrom": [[1.289298, -2.847885, -0.395600], [1.757167, -1.831658, -0.799056], [3.807905, -2.298129, 0.111673], [2.036580, -1.141494, 1.342112], [-2.934680, 2.027467, -1.092134], [-2.745316, 0.203840, -2.103701], [1.302159, 0.922234, 0.875235], [1.922951, -1.961245, -1.953466], [-1.081305, 0.666438, -0.909204], [0.827862, -0.670577, -0.552418], [-3.965811, 3.678742, -0.007581], [1.686131, 0.020190, 0.475926], [-3.751825, 0.472266, 1.073635], [3.762545, 0.372781, 0.798976], [2.808844, -0.874435, 2.117645], [3.353335, 0.345951, -1.044160], [-4.417696, 2.249709, 1.928711], [-2.607762, 2.614747, -1.995442], [-0.367660, -0.458080, -1.146594], [-3.910635, -0.200937, 1.936917], [-2.921267, -2.016779, 0.029008], [-3.186425, -0.223334, 0.010859], [3.121878, 0.101924, -0.046985], [1.165566, -1.885139, 1.478943], [-3.825131, 1.813978, 1.083758], [-3.469349, 2.676961, -0.043300], [-0.651076, -1.255882, -1.812222], [-2.529131, 0.528531, -1.113111], [2.950189, -1.491699, 0.131009]],
  "atomic_forces_ev_per_a": [[0.89, 1.87, -1.07], [-0.59, -3.01, -2.39], [-1.61, 1.76, 0.29], [1.40, -1.62, 0.95], [0.79, 1.25, -1.12], [-0.05, -0.91, -0.66], [-0.68, 0.84, 0.62], [0.15, 0.07, 2.12], [-1.29, -0.47, -0.39], [-0.01, 0.29, -0.39], [1.29, -0.72, -0.42], [-1.55, 2.27, -0.41], [0.43, -0.45, 1.66], [0.21, 0.68, -0.74], [-1.65, -0.39, 0.21], [0.40, 1.07, -0.91], [1.04, -0.14, -0.62], [-0.54, -0.77, 0.86], [2.91, -0.74, 1.35], [-0.59, 0.94, -0.32], [-0.45, 0.94, 0.06], [1.76, -2.32, -1.66], [-0.25, -3.57, 1.41], [1.66, 1.16, 0.81], [-1.82, 0.64, 1.15], [-1.36, -1.13, 0.01], [-0.85, 0.30, -0.43], [0.11, 3.39, 1.25], [0.24, -1.24, -1.21]]
}

***

{
  "formula": "C13H15ClFNO5",
  "method": "ωB97M-V/def2-TZVPD",
  "homo_ev": -7.1,
  "energy_ev": -40685.9978,
  "max_force_ha_per_bohr": 0.064,
  "lumo_energy_ev": -2.3,
  "elements": ["H", "H", "H", "H", "C", "H", "C", "H", "O", "C", "C", "C", "H", "H", "N", "H", "H", "C", "O", "H", "H", "O", "C", "O", "C", "O", "H", "Cl", "C", "C", "H", "C", "F", "H", "C", "C"],
  "positions_angstrom": [[4.715802, -1.704673, 0.642494], [-1.909955, 0.967339, 1.883065], [-3.785794, -1.337376, -1.257302], [5.494027, -0.052348, 0.246778], [-1.884490, 0.672051, 0.809380], [-4.830490, -0.908859, 0.805804], [-3.876077, -0.682808, 1.340857], [3.152377, 0.966504, 0.231674], [-2.972845, -2.031303, 3.173483], [0.460658, 2.008913, 2.007339], [1.747762, -0.469280, -1.670930], [-1.983007, -0.265589, -1.953722], [-3.965344, 0.094512, 2.138603], [-0.073617, 3.202334, 0.230504], [-2.861449, -0.196350, 0.365817], [-0.123767, 2.619266, 2.754920], [1.253580, 2.010783, -0.035238], [-3.244617, -1.982692, 2.020268], [-0.117830, 1.694365, -3.443450], [1.107151, -0.755613, -0.790445], [-2.040388, -0.625363, -3.010583], [3.099650, -0.588760, -1.230859], [4.642199, -0.583022, 0.738889], [1.261905, 1.184198, 2.382538], [-0.838392, 1.150080, -0.094444], [1.550144, 0.899309, -2.143105], [1.499770, -1.213501, -2.486087], [-2.907280, -3.383445, 0.938103], [-2.965880, -0.656179, -0.933912], [3.237386, -0.159815, 0.122582], [2.462690, -0.599727, 0.818425], [0.244540, 2.132160, 0.430985], [0.537382, -2.793590, -2.929998], [4.573482, -0.357121, 1.843244], [-0.908087, 0.633393, -1.491999], [0.248805, 1.112208, -2.453680]],
  "atomic_forces_ev_per_a": [[0.22, 1.21, -0.04], [-0.14, -0.43, -1.05], [0.68, 0.66, 0.90], [-0.70, -0.57, 0.50], [1.55, 0.42, -2.00], [0.84, 0.24, 0.60], [0.87, -0.70, 0.29], [0.00, -1.03, -0.35], [-0.25, 0.21, -0.74], [0.58, -1.27, -1.04], [1.44, -2.09, 0.66], [0.29, 1.15, 3.04], [-0.24, -0.84, -0.68], [0.14, -1.18, -0.04], [-0.15, 0.15, -1.14], [0.31, -0.15, -0.73], [-1.03, -0.27, 0.28], [-0.26, 0.05, 0.18], [0.34, -0.11, 0.82], [0.13, 0.74, -0.75], [0.19, 0.25, 1.24], [-1.49, 0.47, 0.30], [-1.33, -0.32, -0.22], [-0.76, 0.91, 0.20], [-2.08, -1.78, -0.28], [-2.05, -0.04, 0.21], [0.28, 0.31, 0.50], [-0.34, 1.07, 0.37], [2.29, 1.13, -1.96], [1.16, 0.37, 1.43], [0.48, 0.27, -1.02], [-0.51, 1.04, 0.77], [-0.22, 0.74, 0.25], [0.32, -0.05, -1.18], [-0.02, -0.54, 1.45], [-0.56, -0.03, -0.78]]
}

***

{
  "formula": "C13H15F2O5PS3",
  "method": "ωB97M-V/def2-TZVPD",
  "homo_ev": -9.3,
  "energy_ev": -71190.6582,
  "max_force_ha_per_bohr": 0.005,
  "lumo_energy_ev": 0.5,
  "elements": ["S", "C", "H", "C", "H", "H", "C", "O", "F", "S", "C", "C", "H", "O", "O", "H", "H", "C", "C", "C", "H", "C", "H", "C", "H", "H", "C", "O", "H", "H", "S", "C", "P", "H", "C", "H", "O", "H", "F"],
  "positions_angstrom": [[-3.737291, 2.521133, 2.109107], [2.955682, -3.415073, -3.369035], [3.180612, -0.221971, -4.385647], [0.443156, -3.840449, -0.453532], [5.472880, -0.535125, -3.512339], [1.913812, -3.974174, 1.102725], [1.277455, -3.317380, 0.524317], [-4.653412, 6.173127, 2.128371], [2.066642, -4.428580, -3.313185], [-5.004555, 4.994168, 2.842004], [-0.352716, -1.625853, -0.969084], [1.309300, -1.950332, 0.766244], [6.134117, -2.712108, -2.543059], [-2.403842, 2.791724, 1.234197], [-3.704310, 4.032844, 2.856671], [0.434321, -4.904538, -0.645731], [-0.269290, 2.561477, 0.534439], [0.489648, -1.140968, 0.009282], [-0.367267, -2.995003, -1.197555], [5.132520, -2.571026, -2.927761], [-4.268791, 6.005385, 4.825259], [4.761641, -1.348963, -3.471825], [-0.972005, -0.943798, -1.535524], [4.225964, -3.620356, -2.869951], [-0.887697, 1.299244, 2.257705], [1.546738, -2.101295, -4.288014], [-5.093424, 5.346898, 4.564691], [-6.122665, 4.195859, 2.441939], [-6.050674, 5.843367, 4.718198], [4.487820, -4.580094, -2.446120], [-0.158980, 3.915552, 3.015753], [2.555603, -2.212090, -3.914858], [-0.850395, 2.618761, 1.801447], [-5.047076, 4.415396, 5.122412], [3.474929, -1.173607, -3.962713], [-1.008717, -3.399766, -1.969234], [-3.374380, 1.615792, 3.164063], [1.953196, -1.515477, 1.518142], [0.511453, 0.197301, 0.238198]],
  "atomic_forces_ev_per_a": [[0.16, 0.12, 0.12], [-0.02, 0.03, 0.06], [0.00, 0.00, 0.00], [0.04, -0.01, 0.00], [0.00, 0.00, 0.00], [0.00, 0.00, 0.00], [0.01, 0.01, 0.00], [-0.06, -0.02, 0.02], [-0.02, -0.04, -0.03], [0.01, -0.11, 0.01], [0.02, -0.04, -0.01], [-0.01, -0.03, -0.02], [0.00, 0.00, 0.00], [-0.14, -0.01, -0.05], [-0.01, 0.04, -0.10], [0.00, 0.00, 0.00], [-0.02, -0.06, 0.01], [0.00, 0.04, 0.01], [0.00, 0.02, -0.03], [0.00, 0.00, 0.01], [0.00, -0.03, -0.02], [-0.01, -0.01, 0.00], [0.00, 0.01, 0.00], [0.01, 0.02, 0.00], [0.02, -0.03, -0.08], [0.00, -0.01, 0.00], [-0.03, 0.03, 0.00], [0.06, 0.05, 0.03], [0.04, 0.02, 0.01], [0.00, 0.00, -0.01], [-0.06, -0.05, -0.06], [0.00, 0.01, 0.01], [0.14, 0.15, 0.17], [-0.04, -0.01, -0.04], [0.00, 0.00, 0.00], [-0.01, 0.00, 0.01], [-0.08, -0.05, -0.02], [0.00, 0.01, 0.00], [0.01, -0.02, -0.02]]
}

***

Which formula does entry 3 have? C13H14NO2S